Molecular formula: C22H20N4O4
Method: DFT, ωB97M-V/def2-TZVPD

Properties
E: -1370.32074 a.u.
M: 404.426 g mol⁻¹
Net charge: 0
HOMO-LUMO gap: 8.264 eV
Energy relative to the best compared isomer or geometry (same formula, charge and spin): 47.4 kcal per mole
SMILES string: COc1ccccc1NC(=O)COc1ccc(/C=N/NC(=O)c2cccnc2)cc1

Structure (XYZ):
```
50
C22H20N4O4 ωB97M-V/def2-TZVPD
C -2.7606 1.4803 2.7689
H -3.4930 2.0725 3.3266
O -3.3387 0.8748 1.6394
C -3.8300 1.6836 0.6442
C -3.8627 3.0665 0.6804
C -4.3792 3.7768 -0.3946
C -4.8607 3.1143 -1.5060
C -4.8383 1.7295 -1.5544
C -4.3290 1.0096 -0.4870
N -4.2714 -0.3868 -0.4514
C -4.4022 -1.2696 -1.4635
O -4.7177 -1.0152 -2.6048
C -4.1267 -2.7176 -1.0224
O -3.4203 -2.8430 0.1895
C -2.1121 -2.4523 0.2367
C -1.4100 -1.8777 -0.8206
C -0.0902 -1.5148 -0.6506
C 0.5589 -1.7111 0.5697
C -0.1565 -2.2812 1.6257
C -1.4729 -2.6463 1.4627
H -2.0354 -3.0892 2.2697
H 0.3276 -2.4390 2.5789
C 1.9440 -1.3412 0.7435
N 2.6163 -0.8211 -0.2017
N 3.9012 -0.4998 0.0000
C 4.6745 0.0209 -1.0072
O 4.2725 0.2117 -2.1300
C 6.0767 0.3153 -0.5884
C 7.0896 0.2056 -1.5401
C 8.3928 0.4863 -1.1725
C 8.6352 0.8732 0.1384
N 7.6791 1.0138 1.0404
C 6.4357 0.7498 0.6866
H 5.6958 0.9216 1.4594
H 9.6367 1.0911 0.4851
H 9.2012 0.4075 -1.8822
H 6.8333 -0.0988 -2.5441
H 4.3248 -0.6942 0.9112
H 2.3928 -1.5354 1.7290
H 0.4649 -1.0700 -1.4606
H -1.8854 -1.7037 -1.7733
H -5.0902 -3.2061 -0.8455
H -3.6248 -3.2415 -1.8445
H -3.9784 -0.7501 0.4483
H -5.2044 1.1986 -2.4171
H -5.2575 3.6703 -2.3409
H -4.3972 4.8552 -0.3523
H -3.4870 3.6039 1.5366
H -1.9120 2.1133 2.4923
H -2.4093 0.6596 3.3927
```

Atomic partial charges in e from the Mulliken method, atoms 1 to 4:
1 C -0.9671
2 H 0.3632
3 O -0.3457
4 C 0.9150